Computed, not measured: a single C5H7NO molecule, with ωB97M-V/def2-TZVPD.

Calculated values
**HOMO-LUMO gap (alpha / beta)**: 0.2609 / 0.2693 hartree
**Highest occupied orbital energy (alpha / beta)**: -8.226 / -8.228 eV
**Multiplicity**: 1
**Energy above the lowest of the compared OMol25 structures with the same formula, charge and spin**: 441.29 kJ/mol

```
14
Properties=species:S:1:pos:R:3:forces:R:3
C -2.0070 0.2037 -0.0884 -0.4 0.1 0.0
C -0.7307 -0.5865 0.3243 0.0 -0.3 0.0
C -1.1834 -1.8669 0.3943 0.1 0.5 -0.2
O 1.6763 -0.9722 -1.1086 0.1 0.0 0.4
C 1.5887 -0.0759 -0.2777 0.0 -0.1 0.0
N 2.5737 0.8800 -0.1307 0.2 -0.2 0.0
C 0.3682 0.2038 0.4779 0.0 0.1 -0.2
H -1.9873 1.1612 0.4347 -0.1 -0.2 0.1
H -2.9756 -0.2751 0.0539 0.1 0.0 0.1
H -1.8345 0.3775 -1.1563 -0.2 0.0 0.2
H -1.6574 -2.3762 -0.4490 0.2 0.2 -0.1
H 3.4256 0.6936 -0.6375 0.0 0.0 0.1
H 2.6740 1.3335 0.7644 0.0 0.0 -0.1
H 0.1926 1.2388 0.7563 0.0 -0.1 -0.3
```
Forces are in eV/Å.

Atomic partial charges in e from the Mulliken method, atoms 1 to 2: number 1, C, carries -1.29; number 2, C, carries 0.98

=====

Computed, not measured: a single C9H14O6Si molecule, with ωB97M-V/def2-TZVPD.

Calculated values
**HOMO-LUMO gap**: 0.3458 hartree
**Highest occupied orbital energy**: -8.926 eV
**Structure (SMILES)**: C=CC[Si](OC(C)=O)(OC(C)=O)OC(C)=O
**Multiplicity**: 1
**Energy above the lowest of the compared OMol25 structures with the same formula, charge and spin**: 21.47 kJ/mol

```
30
Properties=species:S:1:pos:R:3:forces:R:3
C 2.3896 -2.8953 0.5555 -0.4 -0.5 1.4
C 1.5061 -2.0141 0.1143 0.2 -1.6 -1.7
C 1.0706 -0.7860 0.7606 0.2 1.0 -1.5
Si -0.1066 0.3074 -0.2049 2.4 -0.8 0.1
O -1.6513 -0.0042 0.2524 0.6 0.7 0.4
C -1.8559 0.0181 1.6068 -0.7 -1.2 0.4
C -3.2905 -0.1071 1.8231 -3.3 -1.2 1.2
O -1.0612 0.0705 2.5192 -0.2 0.6 -1.6
O 0.2644 1.9085 0.1347 -1.4 -0.5 -1.2
C 1.2024 2.3593 0.9635 0.4 2.1 0.4
C 1.2280 3.8758 1.0781 -0.4 0.5 -1.6
O 1.9953 1.6731 1.5077 1.1 -0.4 1.0
O -0.0166 0.1387 -1.8999 -0.8 -0.9 0.4
C -0.3294 -1.0678 -2.4827 0.5 -2.9 -0.1
C -0.4785 -0.9963 -4.0192 -0.4 3.3 1.1
O -0.4158 -2.1586 -1.8779 -0.8 3.7 -1.7
H 2.7660 -2.8720 1.5933 0.1 0.2 -0.6
H 2.5292 -3.8374 0.0436 0.3 0.1 -0.3
H 1.0428 -2.2327 -0.8563 0.8 -0.1 0.8
H 0.5784 -0.9404 1.6780 -0.2 -0.2 1.3
H 1.9515 -0.1831 0.9246 0.0 0.1 0.3
H -3.4389 -0.1423 2.9152 -0.1 0.3 -0.4
H -3.9089 -1.0203 1.4415 1.8 1.4 0.2
H -3.8196 0.7520 1.3914 0.2 -0.1 0.2
H 0.2760 4.2908 1.3755 -0.5 -0.2 0.2
H 1.9634 4.2715 1.7932 0.1 -0.5 -0.7
H 1.3024 4.2756 0.0039 0.5 -0.4 1.6
H -1.3421 -0.2444 -4.1275 1.2 -0.9 -0.2
H 0.4237 -0.5428 -4.5246 -0.9 -0.5 0.7
H -0.7745 -1.8964 -4.4832 -0.1 -1.1 -0.1
```
Forces are in eV/Å.

Atomic partial charges in e from the Mulliken method, atoms 1 to 2: number 1, C, carries -1.13; number 2, C, carries -0.09

=====

Computed, not measured: a single CH3BrFO2P molecule, with ωB97M-V/def2-TZVPD.

Calculated values
**HOMO-LUMO gap**: 0.3852 hartree
**Highest occupied orbital energy**: -9.960 eV
**Structure (SMILES)**: OCOP(F)Br
**Multiplicity**: 1
**Energy above the lowest of the compared OMol25 structures with the same formula, charge and spin**: 142.48 kJ/mol

```
9
Properties=species:S:1:pos:R:3:forces:R:3
O -1.0700 -0.5336 0.1833 1.4 0.6 -3.0
C 0.2422 -0.0140 -0.1383 -1.9 -0.1 2.6
O 1.2162 -1.0102 -0.2581 0.4 -1.0 0.5
P 2.7820 -1.1194 -0.5638 0.6 -1.1 0.2
F 3.3965 -2.0063 0.6854 -1.1 0.8 -0.8
Br 3.6340 0.8180 0.0836 -0.1 0.5 0.2
H -1.0277 -0.8722 1.0446 0.1 -0.8 2.0
H 0.4111 0.6454 0.7118 1.0 0.2 -0.2
H 0.1859 0.5062 -1.0412 -0.4 0.8 -1.4
```
Forces are in eV/Å.

Atomic partial charges in e from the Mulliken method, atoms 1 to 2: number 1, O, carries -0.50; number 2, C, carries -0.27

=====

Computed, not measured: a molecular structure, C28H40NO2Rh, with ωB97M-V/def2-TZVPD.

Calculated values
**HOMO-LUMO gap (alpha / beta)**: 0.2566 / 0.2236 hartree
**Highest occupied orbital energy (alpha / beta)**: -6.236 / -7.642 eV
**Multiplicity**: 5

```
72
Properties=species:S:1:pos:R:3:forces:R:3
O 1.4158 0.2600 -4.8936 -1.3 0.4 -0.1
C 0.0110 0.7033 -4.9195 0.3 0.5 0.5
C -0.5126 -0.6657 -5.3285 0.6 0.8 0.0
H -0.2426 1.4733 -5.6708 0.5 -0.1 0.5
H -0.2345 1.0429 -3.9063 -0.2 0.1 -0.3
C 0.9724 -1.0837 -5.1503 -0.3 -0.7 0.0
H -0.8957 -0.6099 -6.3394 -0.1 -0.5 -0.2
H -1.2394 -1.0603 -4.6184 0.1 -0.4 -0.3
C 1.8235 -1.6490 -6.2591 -0.1 -0.4 0.1
H 1.8799 -1.0095 -7.1411 -0.1 -0.1 0.1
H 1.4508 -2.6450 -6.5038 0.1 0.0 -0.3
H 2.8304 -1.7747 -5.8279 -0.2 0.1 -0.4
C 1.0736 -2.0056 -3.9574 0.3 -0.2 0.4
H 0.3531 -2.8273 -4.0634 0.3 0.0 -0.1
H 0.8467 -1.5056 -3.0084 0.0 0.1 -0.4
H 2.0950 -2.4119 -3.9406 -0.3 0.0 0.5
Rh 0.4078 1.1389 -0.0670 -2.3 1.0 0.5
C -2.1460 -0.2951 0.9006 0.0 0.1 -0.8
C -2.2257 1.0879 0.6471 -0.3 0.3 -1.0
C -1.6474 1.3606 -0.6622 -1.0 -1.5 0.4
H -2.8068 1.8163 1.2149 0.6 -0.2 0.1
C -1.2890 0.0504 -1.2163 -0.2 1.0 0.2
C -1.5762 -0.9389 -0.2359 -0.5 0.3 0.0
H -1.4887 -2.0120 -0.4027 0.1 0.4 0.2
H -2.5759 -0.7868 1.7718 0.4 0.1 -0.3
H -1.7458 2.2458 -1.2822 -0.1 0.0 0.3
H -1.1181 -0.0837 -2.2816 0.3 -0.2 0.4
C 1.6071 -1.0236 1.6027 0.2 -0.8 -0.5
C 1.2993 -2.0379 0.6690 0.7 0.4 0.6
C 1.6143 -1.5825 -0.6270 0.1 0.2 0.4
H 0.9456 -3.0413 0.9044 0.3 0.3 0.0
C 1.9178 -0.1638 -0.5892 1.3 -0.3 1.2
C 1.9273 0.2011 0.8681 1.4 -1.3 -1.3
H 2.4823 1.0684 1.2287 0.0 -0.4 0.3
H 1.7986 -1.1703 2.6753 -0.5 0.1 -0.7
H 1.7969 -2.2203 -1.4880 -0.4 0.2 0.3
H 2.5303 0.3507 -1.3292 0.0 -0.3 0.1
O 1.6953 3.1484 -3.7015 0.9 1.6 -2.2
C 2.0977 3.0190 -5.1271 -0.4 -1.2 0.0
C 2.3963 4.3581 -5.8033 -0.1 0.0 0.6
H 1.2533 2.6013 -5.6955 0.4 -0.1 0.5
H 2.9350 2.2996 -5.1675 -0.5 0.4 0.0
C 2.0065 5.3985 -4.7404 0.0 -0.1 0.2
H 1.7723 4.4852 -6.6946 0.3 -0.1 0.1
H 3.4529 4.4094 -6.0854 -0.2 0.2 0.0
C 1.6269 4.5777 -3.4768 -0.1 0.2 0.7
H 1.1513 6.0247 -5.0373 0.4 -0.2 -0.1
H 2.8730 6.0478 -4.5604 -0.4 0.0 0.2
H 0.5826 4.7834 -3.1792 0.5 0.2 0.1
H 2.3322 4.8706 -2.6694 -0.6 -0.4 -0.2
C -2.2776 1.1236 4.0419 0.4 -0.3 -0.1
N -1.0923 0.4159 3.5496 -0.1 0.1 0.0
C -0.9983 -0.8936 4.1964 -0.1 0.4 -0.1
C 0.1558 1.1641 3.6825 0.2 -0.4 0.6
C 0.2569 2.4727 2.9432 0.4 1.1 0.8
C 0.4426 3.6362 3.7343 -0.3 -0.8 -0.2
C 0.3532 4.9041 3.1710 0.1 0.0 -0.1
C 0.1106 5.0215 1.8052 0.1 -0.2 -0.5
C 0.0913 3.8708 0.9916 0.2 1.1 0.7
C 0.2492 2.6307 1.5608 -0.7 -1.3 -0.7
H -2.2590 1.1838 5.1486 -0.1 0.1 -0.2
H -3.1775 0.5631 3.7448 0.2 0.2 0.1
H -2.3455 2.1378 3.6291 0.1 -0.3 0.1
H -0.0350 -1.3742 3.9815 -0.3 0.2 0.0
H -1.1080 -0.7963 5.2944 0.1 -0.1 -0.1
H -1.8099 -1.5369 3.8231 0.2 0.1 0.2
H 0.3204 1.3783 4.7617 0.2 0.0 -0.2
H 0.9579 0.4910 3.3549 -0.2 0.3 0.2
H 0.6285 3.4950 4.8060 -0.2 0.2 -0.4
H 0.4585 5.7933 3.7961 -0.1 -0.3 -0.2
H -0.0459 5.9955 1.3548 0.1 0.0 0.1
H -0.0364 3.9149 -0.0874 0.0 0.5 0.1
```
Forces are in eV/Å.

Atomic partial charges in e from the Mulliken method, atoms 1 to 2: number 1, O, carries -0.47; number 2, C, carries -0.15

=====

Computed, not measured: a single C3N2O2 molecule, with ωB97M-V/def2-TZVPD.

Calculated values
**HOMO-LUMO gap (alpha / beta)**: 0.3117 / 0.3115 hartree
**Highest occupied orbital energy (alpha / beta)**: -11.336 / -11.332 eV
**Multiplicity**: 1
**Energy above the lowest of the compared OMol25 structures with the same formula, charge and spin**: 399.11 kJ/mol

```
7
Properties=species:S:1:pos:R:3:forces:R:3
C 0.8300 0.7711 -0.0276 1.5 -2.8 0.3
O -0.3954 1.2371 0.0482 -1.9 -1.0 0.1
C -1.2070 0.0263 0.0591 -1.0 3.0 -0.6
C 0.3602 -0.9141 -0.0142 2.8 0.3 -0.1
O 1.9273 1.1836 -0.0239 -1.9 -0.1 -0.2
N -2.3265 -0.3131 -0.0572 1.3 0.0 0.4
N 0.8115 -1.9908 0.0155 -0.7 0.6 0.0
```
Forces are in eV/Å.

Atomic partial charges in e from the Mulliken method, atoms 1 to 2: number 1, C, carries 0.62; number 2, O, carries -0.23

=====

Computed, not measured: a molecular structure, C17H21CdN3O4P, with ωB97M-V/def2-TZVPD.

Calculated values
**HOMO-LUMO gap**: 0.2596 hartree
**Highest occupied orbital energy**: -10.662 eV
**Total charge**: +1
**Multiplicity**: 1
**Energy above the lowest of the compared OMol25 structures with the same formula, charge and spin**: 8.97 kJ/mol

```
47
Properties=species:S:1:pos:R:3:forces:R:3
Cd 11.6724 4.7085 9.5393 0.1 -0.1 -1.0
C 13.7536 7.9277 11.7097 -0.7 -0.1 0.7
C 12.8120 6.8655 11.2393 1.7 -0.7 -1.2
N 13.1119 6.2269 10.1279 -1.6 0.6 1.0
N 14.0113 6.6117 9.2154 0.5 -0.2 0.2
C 14.1624 5.6739 8.2502 -1.0 -0.6 0.2
O 13.5027 4.5697 8.1682 -0.3 0.7 0.4
C 15.1590 5.9367 7.1985 1.8 0.5 -0.2
C 16.2687 6.7914 7.4873 -1.4 -0.3 0.4
C 17.3096 6.9258 6.5941 1.3 0.6 0.3
C 17.3613 6.1607 5.4246 0.3 0.8 -0.4
C 16.2327 5.4503 5.0851 -0.9 -0.7 -0.5
C 15.1524 5.2838 5.9636 -0.6 -0.3 0.3
C 11.7832 6.2583 12.1283 -0.1 -0.3 0.5
C 11.4382 6.8138 13.4039 2.3 0.6 -2.2
C 10.4997 6.2227 14.1531 -1.9 -2.6 1.3
C 10.0156 4.9276 13.7371 0.2 0.9 0.2
C 10.3893 4.4502 12.4754 -1.5 -1.0 2.2
N 11.2244 5.0941 11.7167 1.1 1.5 -1.0
H 14.3729 8.2111 10.8729 0.3 0.2 0.0
H 13.2318 8.7850 12.1270 0.0 0.2 -0.1
H 14.3423 7.4972 12.5348 0.1 0.2 -0.3
H 16.2079 7.3089 8.4539 0.4 -0.1 -0.6
H 18.1251 7.6611 6.8021 -0.7 -0.9 0.0
H 18.2367 6.1984 4.7297 -1.0 0.1 0.7
H 16.1308 5.0359 4.0824 0.3 -0.2 0.3
H 14.2892 4.6154 5.7268 0.9 0.7 0.0
H 12.0750 7.6133 13.7944 -0.7 0.1 -0.3
H 10.1509 6.6549 15.1136 0.5 -0.4 -0.7
H 9.4333 4.2973 14.4238 0.0 0.5 -0.5
H 9.9962 3.4860 12.1070 0.3 0.5 0.3
C 7.1226 4.4312 9.5424 0.4 0.5 0.1
O 7.9929 4.7291 8.4048 -0.7 -0.5 0.6
P 9.4054 5.4267 8.3925 0.2 1.5 -0.3
O 9.5179 5.6961 6.8248 0.1 -0.6 -0.2
C 9.2376 4.6317 5.8561 0.3 -0.6 0.6
O 9.2886 6.9336 8.9621 0.5 -2.0 0.1
C 8.5835 8.0108 8.3468 -0.1 1.0 0.3
H 6.2057 5.0022 9.3433 0.2 -0.5 0.3
H 7.5666 4.7546 10.5000 -0.1 0.1 -0.5
H 6.9605 3.3517 9.6134 -0.1 0.3 -0.4
H 8.2791 4.7946 5.3919 -0.3 0.3 -0.1
H 9.1751 3.6504 6.3718 0.2 0.5 -0.4
H 10.0231 4.6278 5.0952 -0.1 0.1 0.4
H 8.2107 7.7309 7.3480 0.3 0.4 0.4
H 9.3113 8.8526 8.3593 -0.6 -0.5 -0.5
H 7.7689 8.3028 9.0294 0.1 -0.2 -0.5
```
Forces are in eV/Å.

Atomic partial charges in e from the Mulliken method, atoms 1 to 2: number 1, Cd, carries 0.87; number 2, C, carries -1.44